Entry 1:
Computed, not measured: a molecular structure, C35H47N4Y at a distorted geometry, with ωB97M-V/def2-TZVPD.

Atoms and positions in Å:
C1 -2.2977 -1.1000 2.1853
C2 -4.2404 -0.6814 -3.7215
H1 -1.9100 2.0449 -1.5477
C3 -0.4531 -1.0964 3.8431
H2 1.3121 -2.5341 -3.5693
Y1 -0.1595 -0.2931 -0.3930
H3 -2.5725 -1.9847 2.7600
H4 -3.2183 -0.6083 1.8835
H5 1.7783 4.0962 2.3807
C4 3.8824 1.4618 1.6288
H6 3.5435 4.0668 2.4876
C5 4.8484 -1.7576 -1.2327
C6 -2.9459 -0.3805 -4.1173
H7 2.2955 3.9786 -0.1211
H8 2.9559 2.4822 -0.8239
C7 -3.4014 -1.0041 -1.5182
C8 -0.0078 -3.4946 0.4366
H9 -4.2899 2.4720 0.6663
C9 4.0430 -1.2200 -2.2275
H10 4.4037 -1.1381 -3.2443
H11 -5.0485 -0.6672 -4.4402
H12 -1.5466 1.2903 4.5968
H13 -0.1484 -3.0478 1.4147
H14 0.2725 -6.4589 -1.1250
C10 -0.5424 0.7195 2.1125
H15 4.0946 0.8329 0.7656
H16 1.7961 0.8451 -2.8610
C11 3.0570 -1.4014 0.2928
H17 -3.6761 1.2820 1.7860
C12 2.7648 -0.8008 -1.9044
C13 -2.1533 2.3430 0.6169
C14 0.8290 0.9017 2.3124
C15 0.3482 1.9888 0.3955
C16 -3.5307 1.6994 0.7958
H18 -0.3836 -0.2931 -4.6463
C17 -0.9186 1.4398 0.8918
N1 -2.1529 -0.6746 -1.8810
H19 -1.3591 3.6382 -0.9777
H20 4.0018 3.5970 0.0622
H21 -1.0477 -1.8128 4.4101
C18 1.3779 1.7332 1.3049
H22 -2.7119 -0.0322 4.7227
H23 0.0108 -5.4979 1.1753
H24 -3.7134 0.9295 0.0460
H25 3.6760 0.8237 2.4907
H26 0.2394 -1.6521 3.2037
C19 -2.2044 0.6354 4.0240
H27 -5.4532 -1.2864 -2.0449
C20 -4.4668 -1.0178 -2.3954
C21 1.8281 -0.2453 -2.9498
H28 0.1302 -0.5234 4.5632
C22 -2.0587 3.5523 1.5644
H29 -1.0874 4.0390 1.4715
C23 0.3230 -4.5212 -2.0448
H30 -3.0710 3.2916 -1.1005
C24 0.2708 -3.1507 -1.8254
N2 0.4640 -0.7759 -2.7480
H31 -0.4309 -2.4415 -3.6861
H32 -2.9595 1.2540 3.5462
C25 2.7218 2.4220 1.3420
C26 2.6474 3.4454 2.4913
C27 4.3365 -1.8647 0.0501
H33 5.8507 -2.0945 -1.4603
C28 -1.9312 -0.3911 -3.1761
H34 -0.3531 1.0174 -3.4675
C29 0.4133 -2.2321 -3.0253
C30 -0.5137 -0.0600 -3.5849
C31 3.0027 3.1619 0.0322
H35 4.7812 2.0389 1.8487
H36 -2.7235 -0.1436 -5.1494
H37 -2.8370 4.2813 1.3271
N3 2.2794 -0.8691 -0.6551
C32 -1.3797 -0.1823 3.0191
H38 -1.7895 -1.4507 1.2728
H39 0.4472 -4.8980 -3.0521
C33 0.0736 -4.8622 0.3039
H40 0.3983 2.7862 -0.3322
H41 2.6354 -1.4437 1.2909
C34 0.2256 -5.3889 -0.9725
H42 4.9214 -2.2863 0.8553
H43 1.3875 0.5254 3.1575
C35 -2.1062 2.8579 -0.8366
H44 -2.1817 3.2426 2.6022
H45 -3.5489 -1.2665 -0.4779
N4 0.0732 -2.6435 -0.6021
H46 2.2017 -0.4893 -3.9488
H47 2.5819 2.9421 3.4570

Summary:
ΔE to the lowest compared entry with this formula, charge and spin (kcal/mol): 32.4
LUMO level (eV): -5.54
Kohn-Sham gap (hartree): 0.280
E (hartree): -1618.8634
Charge: +2
HOMO energy (eV): -13.17


Entry 2:
Computed, not measured: a molecular structure, C35H48BF4IrN8P at a distorted geometry, with ωB97M-V/def2-TZVPD.

Atoms and positions in Å:
H1 -2.2443 -2.1441 0.9965
H2 1.9581 -0.2589 2.4895
F1 -1.4872 2.0727 -4.9683
H3 -2.8745 3.0638 0.7122
H4 0.0035 1.5816 2.5250
C1 -0.6053 0.8647 3.0806
C2 3.4704 2.3236 2.8111
H5 -4.2699 -2.3333 -3.2055
C3 5.3150 0.8168 2.4750
C4 1.9579 -1.2668 2.8912
N1 1.0743 -0.8191 -1.7409
H6 -3.3095 0.7249 1.1089
H7 -3.2592 -2.7049 2.3289
H8 -0.3400 1.8255 4.9714
C5 -1.8557 4.0817 -1.4200
N2 -1.9108 -1.3099 -1.2128
C6 -1.1710 1.5516 4.3255
C7 -1.6227 2.7443 -3.8290
H9 -0.0424 -5.9912 1.6372
C8 -3.1141 -1.1131 -1.7822
C9 -1.4883 2.7083 -1.3671
H10 5.2708 -0.3491 0.6770
H11 0.5034 -5.8012 -0.0301
P1 1.4843 2.7474 0.8330
C10 2.9580 1.9592 1.5685
H12 3.2592 -1.2014 -4.1197
C11 -3.3868 -2.1851 -2.6210
N3 1.0200 -2.1421 -1.9674
Ir1 -0.3352 -0.0135 -0.1423
H13 2.2899 -4.5490 -2.6596
C12 -2.0549 -4.2878 -3.2770
C13 4.6568 1.7608 3.2478
H14 -4.8909 -0.0706 -2.1965
H15 -1.8155 0.8793 4.8843
H16 1.2253 -4.1099 3.0818
H17 -2.9407 -4.5330 -3.8546
N4 0.6568 -1.8193 0.8365
H18 2.9898 -1.6165 2.9204
C14 -2.1541 4.7177 -2.6172
H19 0.6660 3.6735 2.9792
H20 -1.1464 -5.3773 0.3962
F2 -1.8688 4.8049 -0.2866
C15 1.8884 -2.4746 -2.9421
H21 0.0484 0.0636 3.4086
H22 -2.3238 4.5573 -4.7552
N5 -1.5692 0.2728 2.1442
H23 -3.1172 1.6355 2.6135
H24 -3.7980 -1.3624 1.3366
F3 -0.9174 0.8186 -2.6697
C16 -2.9234 -1.8260 1.7838
H25 1.8666 4.7192 2.2012
N6 0.1822 -2.9399 0.2391
H26 -4.3817 0.0611 -0.5206
H27 1.4557 4.2098 -1.1083
H28 5.0681 2.0636 4.1976
H29 -1.2132 -4.1769 -3.9595
H30 2.9582 -3.8375 -4.1370
C17 2.5201 -1.3037 -3.3529
C18 2.2402 3.8232 -0.4600
C19 1.1634 -2.1741 2.0257
C20 3.5910 0.9652 0.8198
C21 4.7741 0.4089 1.2637
H31 6.2420 0.3911 2.8247
C22 -2.0634 4.0593 -3.8354
H32 -2.9394 -0.5616 3.5100
N7 -1.3548 1.9680 -0.2475
C23 -2.5861 1.2405 1.7373
C24 -4.0244 0.0369 -1.5482
H33 0.2142 4.6827 1.5955
H34 2.7413 4.6573 0.0306
C25 -2.0250 2.4185 0.9495
C26 0.9485 -3.5355 2.2231
C27 2.1052 -3.8410 -3.4643
C28 0.3244 -3.9928 1.0676
C29 -1.3240 2.1049 -2.6408
N8 -1.4165 -2.4710 -1.6741
C30 -2.2837 -3.0301 -2.5399
H35 -1.3461 3.0052 1.5747
F4 -2.5442 5.9842 -2.5889
H36 -1.8305 -5.1145 -2.6065
H37 3.1410 0.6265 -0.1037
H38 -3.5422 0.9867 -1.7665
C31 -0.1177 -5.3671 0.7517
H39 2.9681 3.2721 -1.0470
H40 -1.7204 2.4603 4.0950
H41 2.9807 3.0585 3.4293
C32 -2.2130 -0.8987 2.7579
B1 -0.0355 -3.0214 -1.2831
C33 1.9732 -0.2871 -2.5779
H42 1.5695 1.7054 -2.0065
H43 -1.4440 -1.4757 3.2743
C34 2.2444 1.1666 -2.6696
H44 2.0849 1.5022 -3.6933
H45 1.5918 -1.2716 3.9160
H46 3.2826 1.3818 -2.4170
H47 1.2356 -4.1898 -4.0200
H48 0.0724 -4.1312 -1.6420
C35 1.0071 4.0716 2.0268

Summary:
LUMO level (alpha / beta) (eV): -7.27 / -8.02
Kohn-Sham gap (alpha / beta) (hartree): 0.239 / 0.212
E (hartree): -2670.0329
Charge: +2
<S²>: 0.7940
HOMO energy (alpha / beta) (eV): -13.78 / -13.77
2S+1: 2


Entry 3:
Computed, not measured: a molecular structure, C35H48ClCrN4O6 at a distorted geometry, with ωB97M-V/def2-TZVPD.

Atoms and positions in Å:
C1 -1.7511 0.3080 -1.7679
H1 -2.0198 -0.8991 -3.5095
H2 -2.4546 -4.0528 2.7054
H3 0.9184 4.8811 -2.5414
H4 -4.1489 2.6026 -2.4077
C2 2.6294 1.2884 -1.1179
H5 -1.0624 -1.6726 -2.2614
H6 -3.7464 4.3981 1.1753
N1 3.6664 2.1096 -0.9204
C3 -0.4779 -3.1790 2.8774
C4 -0.3267 1.4156 2.4562
H7 3.3545 -4.5940 3.5581
C5 0.4714 -5.8135 2.5761
C6 -0.9068 -5.5688 2.5612
C7 0.3623 0.1325 4.3933
H8 -0.3451 -4.7799 -1.5983
H9 -0.7804 -3.4997 -0.4303
C8 -3.9497 3.3667 1.4464
H10 -0.8367 2.3387 2.1407
H11 0.9438 2.4160 -2.3303
C9 -1.2197 2.0255 4.6136
H12 -1.8452 2.2695 -2.5062
C10 0.8414 2.6139 -5.7232
C11 1.2178 2.0817 -4.4767
C12 4.6248 2.3705 -1.9958
C13 1.3901 -4.7550 2.6535
H13 1.6610 -4.6446 -2.8349
C14 1.2445 -2.0570 -1.0183
C15 -1.9306 -1.0150 -2.4136
H14 -2.8244 -1.5186 -2.0360
C16 -3.4403 1.0400 1.1862
H15 2.7935 -4.6603 -1.4660
H16 3.3866 -4.7010 1.7904
H17 0.6755 4.4517 -6.8338
C17 -2.1307 2.8789 -0.1434
H18 -1.2914 3.0320 4.1880
H19 -6.1860 1.4198 3.1478
C18 1.0078 2.8715 -3.3258
C19 -3.1427 2.3703 0.8823
H20 -4.1067 1.2235 -3.5218
N2 -0.8757 -1.9671 3.2419
H21 3.4369 2.3977 1.1425
H22 2.7364 0.5944 -1.9574
H23 4.8371 1.4500 -2.5476
H24 -4.8438 -0.3608 2.0089
C20 0.9368 4.8108 -4.7104
H25 5.5507 2.7672 -1.5646
C21 -3.8671 1.5411 -2.4961
O1 3.1325 0.6056 -4.1206
H26 2.7565 -2.5143 2.0349
H27 0.3358 -4.7964 0.0352
C22 -2.4103 1.3908 -2.2004
H28 -1.6054 -6.4034 2.4677
H29 0.6578 1.9428 -6.5659
H30 0.8577 -6.8319 2.5294
C23 -4.5822 0.6931 1.9101
O2 1.5905 1.3160 -0.4122
C24 1.9280 0.7905 -4.2651
H31 -5.5700 3.8311 2.7640
C25 -5.0002 3.0332 2.2975
Cr1 -0.3058 0.5048 -0.3797
O3 0.3451 -1.4214 -0.3982
H32 1.2050 -0.0282 -4.0107
H33 1.0678 5.8864 -4.8338
C26 -1.3833 -4.2732 2.6840
N3 -0.3334 1.2306 3.7803
O4 -2.5129 3.7953 -0.8801
C27 0.7949 4.0000 -5.8532
O5 -0.9257 2.3816 -0.1560
H34 3.0302 3.8315 0.1439
C28 2.1461 -4.0201 -2.0793
H35 -0.7885 2.0546 5.6190
H36 2.1553 -1.5628 -1.3731
H37 0.2393 0.2444 5.4753
C29 0.9381 4.2503 -3.4347
H38 -1.8834 -1.8176 3.2416
C30 -5.3370 1.6948 2.5158
N4 1.1419 -3.3547 -1.2698
C31 2.8641 -5.0603 2.6904
C32 1.8607 -2.2808 2.6188
H39 1.4189 0.1395 4.1124
H40 3.0248 -6.1411 2.7554
H41 -0.1077 -0.8554 4.0302
H42 -4.4789 0.9492 -1.8008
H43 2.1953 -1.9907 3.6256
C33 3.7091 2.9744 0.2556
H44 4.2416 3.1116 -2.7160
Cl1 -2.4045 -0.3201 0.7302
H45 1.3748 -1.4092 2.1650
O6 0.2161 0.6175 1.6511
H46 2.7689 -3.2671 -2.5740
H47 4.7339 3.3434 0.3507
C34 0.0212 -4.1463 -0.7861
C35 0.9365 -3.4436 2.6830
H48 -2.2353 1.5974 4.6540

Summary:
ΔE to the lowest compared entry with this formula, charge and spin (kcal/mol): 0.0
LUMO level (alpha / beta) (eV): -0.14 / -0.14
Kohn-Sham gap (alpha / beta) (hartree): 0.179 / 0.179
E (hartree): -3537.4505
Charge: 0
<S²>: 3.9014
HOMO energy (alpha / beta) (eV): -5.02 / -5.02
2S+1: 4